A structure of composition C43H42IN4O6SbTl. Source: OMol25; level of theory: wB97M-V/def2-TZVPD.

Calculated values
Relative energy (zero: lowest compared OMol25 entry of this formula, charge and spin), kcal per mole: 9.57
LUMO energy, eV: -11.76
Frontier orbital gap, eV: 3.617
Charge: +3
E_HOMO, eV: -15.376

Atoms and positions in Å:
Tl 0.238 0.976 0.047
C -2.931 1.384 1.886
C -3.093 1.617 0.379
O -2.560 0.586 -0.445
C -3.237 -0.650 -0.448
C -2.702 -1.674 0.556
O -1.359 -2.050 0.249
C -0.804 -2.947 1.204
C -0.502 -2.289 2.556
O 0.172 -1.057 2.360
C 0.036 -0.149 3.442
C -1.334 0.544 3.453
O -1.574 1.080 2.163
H -3.584 0.564 2.220
H -3.249 2.290 2.415
H -2.535 2.510 0.083
H -4.156 1.762 0.159
H -3.124 -1.065 -1.456
H -4.306 -0.508 -0.256
H -3.347 -2.561 0.544
H -2.711 -1.244 1.559
H 0.129 -3.304 0.763
H -1.474 -3.800 1.367
H 0.137 -2.975 3.128
H -1.425 -2.142 3.126
H 0.827 0.585 3.281
H 0.200 -0.651 4.402
H -1.340 1.326 4.221
H -2.127 -0.172 3.716
O 7.905 1.436 -1.739
N 7.568 2.306 -0.974
O 8.203 3.263 -0.633
C 6.233 2.184 -0.377
C 6.063 2.729 0.857
C 4.804 2.668 1.507
C 4.587 3.254 2.767
C 3.318 3.262 3.289
C 2.298 2.629 2.573
N 2.492 2.027 1.422
C 3.702 2.064 0.852
C 3.877 1.537 -0.481
N 2.810 1.074 -1.139
C 2.920 0.668 -2.381
C 4.134 0.656 -3.067
C 5.258 1.104 -2.416
C 5.156 1.581 -1.098
H 6.895 3.232 1.334
H 5.411 3.705 3.297
H 3.094 3.752 4.221
H 1.286 2.625 2.954
H 2.000 0.351 -2.857
H 4.184 0.324 -4.091
H 6.217 1.098 -2.914
C -0.096 -7.055 -4.402
C -0.764 -5.995 -4.994
C -0.954 -4.812 -4.295
C -0.407 -4.707 -3.026
C 0.240 -5.763 -2.405
C 0.408 -6.942 -3.114
Sb -0.302 -2.712 -2.150
C 1.818 -2.583 -1.638
C 2.299 -1.962 -0.502
C 3.668 -1.945 -0.277
C 4.532 -2.544 -1.177
C 4.034 -3.162 -2.313
C 2.668 -3.192 -2.549
C -0.733 -1.393 -3.841
C -2.025 -0.992 -4.126
C -2.257 -0.231 -5.264
C -1.202 0.096 -6.100
C 0.084 -0.323 -5.804
C 0.334 -1.064 -4.658
H 0.023 -7.982 -4.943
H -1.146 -6.079 -5.999
H -1.495 -3.993 -4.750
H 0.625 -5.681 -1.397
H 0.930 -7.767 -2.656
H 1.636 -1.506 0.221
H 4.053 -1.476 0.615
H 5.595 -2.547 -0.990
H 4.702 -3.641 -3.012
H 2.284 -3.694 -3.427
H -2.856 -1.264 -3.489
H -3.262 0.089 -5.495
H -1.384 0.675 -6.993
H 0.898 -0.088 -6.472
H 1.340 -1.395 -4.434
I 0.852 4.510 -0.147
C -0.009 4.045 -2.022
C 0.001 4.962 -3.060
C -0.595 4.576 -4.251
C -1.189 3.325 -4.336
C -1.155 2.499 -3.224
N -0.554 2.847 -2.094
H 0.457 5.933 -2.945
H -0.600 5.251 -5.093
H -1.669 3.003 -5.244
H -1.633 1.530 -3.210

A structure of composition C43H44As2N11O8SY. Source: OMol25; level of theory: wB97M-V/def2-TZVPD.

Calculated values
Relative energy (zero: lowest compared OMol25 entry of this formula, charge and spin), kcal per mole: 29.52
LUMO energy, eV: -0.58
Frontier orbital gap, eV: 7.380
E_HOMO, eV: -7.962

Atoms and positions in Å:
Y 0.274 0.563 -1.005
C 0.959 -5.674 -1.098
C 1.126 -4.907 -2.408
N 0.162 -3.828 -2.545
C 0.335 -2.598 -2.000
S -0.816 -1.409 -2.507
N 1.361 -2.485 -1.193
N 1.637 -1.303 -0.583
C 2.843 -1.239 -0.101
C 3.771 -2.404 -0.247
C 3.279 0.010 0.536
C 4.553 0.162 1.082
C 4.916 1.368 1.651
C 3.996 2.404 1.672
C 2.754 2.172 1.111
N 2.393 1.019 0.559
H 1.704 -6.467 -1.021
H 1.087 -4.990 -0.259
H -0.036 -6.115 -1.037
H 2.127 -4.476 -2.453
H 0.995 -5.577 -3.257
H -0.580 -3.902 -3.216
H 4.145 -2.410 -1.274
H 4.614 -2.369 0.436
H 3.213 -3.326 -0.103
H 5.266 -0.647 1.050
H 5.903 1.503 2.072
H 4.235 3.367 2.100
H 2.007 2.956 1.115
O 3.831 0.494 -2.128
C 2.811 1.152 -2.293
O 1.662 0.674 -2.630
C 2.877 2.644 -2.039
C 4.051 3.304 -2.317
C 4.221 4.639 -1.968
C 3.210 5.326 -1.316
C 2.023 4.684 -1.075
C 1.790 3.312 -1.400
O 0.703 2.723 -1.033
N 0.971 5.377 -0.355
O 1.225 5.780 0.772
O -0.076 5.578 -0.933
N 5.463 5.314 -2.268
O 6.316 4.702 -2.888
O 5.603 6.461 -1.869
H 4.862 2.764 -2.784
H 3.358 6.360 -1.036
C -1.872 3.309 -4.364
As -1.071 1.731 -3.460
C -0.495 0.850 -5.111
C -2.874 1.003 -3.090
C -3.691 0.461 -4.077
C -5.026 0.182 -3.833
C -5.574 0.486 -2.595
C -4.764 0.996 -1.594
C -3.407 1.225 -1.812
As -2.194 1.759 -0.352
C -2.538 3.682 -0.485
C -3.294 1.435 1.254
H -2.541 2.979 -5.157
H -1.076 3.918 -4.791
H -2.429 3.909 -3.647
H -1.323 0.578 -5.764
H 0.088 -0.032 -4.857
H 0.151 1.554 -5.637
H -3.275 0.243 -5.053
H -5.642 -0.248 -4.612
H -6.626 0.314 -2.405
H -5.200 1.226 -0.630
H -3.611 3.859 -0.553
H -2.028 4.088 -1.353
H -2.144 4.187 0.396
H -4.133 0.774 1.050
H -3.668 2.380 1.646
H -2.663 0.959 2.002
N 2.614 -1.692 3.851
C 2.065 -0.703 4.607
O 2.143 -0.686 5.819
C 1.310 0.353 3.855
C 1.162 1.614 4.421
C 0.422 2.565 3.744
C -0.169 2.212 2.538
N -0.048 1.007 1.986
C 0.696 0.111 2.635
H 3.183 -2.374 4.326
H 2.737 -1.596 2.858
H 1.619 1.821 5.379
H 0.288 3.560 4.144
H -0.765 2.931 1.985
H 0.784 -0.859 2.156
N -3.702 -7.118 6.861
C -3.510 -6.410 5.976
C -3.277 -5.525 4.876
C -4.340 -5.114 4.074
C -4.122 -4.238 3.028
C -2.839 -3.771 2.760
C -1.773 -4.200 3.548
C -1.991 -5.064 4.603
N -2.624 -2.859 1.707
C -3.438 -2.626 0.616
C -2.838 -1.643 -0.100
N -1.676 -1.236 0.527
C -1.587 -1.984 1.597
H -5.337 -5.480 4.274
H -4.959 -3.904 2.432
H -0.765 -3.871 3.336
H -1.162 -5.395 5.211
H -4.331 -3.192 0.420
H -3.158 -1.218 -1.032
H -0.821 -1.909 2.348

A structure of composition C43H44BrN11O4PPb. Source: OMol25; level of theory: wB97M-V/def2-TZVPD.

Calculated values
Relative energy (zero: lowest compared OMol25 entry of this formula, charge and spin), kcal per mole: 68.82
LUMO energy (alpha / beta), eV: -9.76 / -8.61
Frontier orbital gap (alpha / beta), eV: 4.793 / 5.940
Charge: +3
E_HOMO (alpha / beta), eV: -14.555 / -14.554

Atoms and positions in Å:
Pb 0.322 0.039 1.473
C 0.616 3.317 -3.586
N 0.402 2.900 -2.200
C -0.137 3.711 -1.244
C -0.166 2.985 -0.090
N 0.350 1.743 -0.331
C 0.692 1.708 -1.618
P 1.410 0.322 -2.544
C 2.990 0.047 -1.625
N 3.056 -0.472 -0.330
C 5.386 -1.185 -0.630
C 5.321 -0.332 -1.838
N 4.194 0.133 -2.330
C 4.221 0.812 -3.652
C 0.470 -1.094 -1.924
N 0.273 -1.472 -0.664
C -0.490 -2.598 -0.712
C -0.758 -2.909 -2.018
N -0.146 -1.961 -2.775
C -0.249 -1.874 -4.233
H -0.305 3.743 -3.977
H 0.891 2.455 -4.189
H 1.405 4.065 -3.630
H -0.455 4.716 -1.462
H -0.522 3.274 0.885
H 5.825 -0.588 0.180
H 6.221 -0.110 -2.399
H 5.256 1.018 -3.907
H 3.670 1.745 -3.586
H 3.775 0.162 -4.399
H -0.809 -3.118 0.177
H -1.322 -3.714 -2.458
H -0.529 -2.851 -4.615
H 0.710 -1.593 -4.661
H -1.009 -1.145 -4.512
C -1.454 -1.784 4.234
O -1.608 -1.260 2.907
C -2.781 -1.538 2.251
C -3.799 -2.327 2.747
C -4.917 -2.571 1.950
Br -6.310 -3.631 2.635
C -5.008 -2.060 0.673
C -3.987 -1.246 0.178
C -2.889 -0.965 0.987
O -1.895 -0.127 0.574
C -4.002 -0.683 -1.172
N -2.991 0.022 -1.650
C -3.337 0.367 -2.947
C -2.645 1.109 -3.903
C -3.248 1.292 -5.131
C -4.516 0.756 -5.409
C -5.216 0.025 -4.470
C -4.599 -0.156 -3.236
N -4.995 -0.815 -2.082
H -2.225 -1.380 4.889
H -0.474 -1.460 4.577
H -1.499 -2.873 4.224
H -3.750 -2.755 3.737
H -5.876 -2.295 0.073
H -2.083 0.093 -0.425
H -1.675 1.536 -3.674
H -2.747 1.868 -5.898
H -4.957 0.926 -6.381
H -6.194 -0.380 -4.688
H -5.870 -1.292 -1.942
C -5.453 1.506 3.048
C -4.710 1.274 4.200
C -3.333 1.419 4.181
C -2.705 1.773 2.992
C -3.438 2.009 1.838
C -4.819 1.888 1.873
N -1.279 1.901 2.913
N -0.771 2.380 3.937
C 0.636 2.552 3.886
C 1.215 3.332 4.887
C 2.577 3.587 4.875
C 3.384 3.062 3.876
C 2.832 2.259 2.871
C 1.486 2.048 2.927
H -6.530 1.405 3.073
H -5.209 0.993 5.118
H -2.743 1.268 5.075
H -2.931 2.298 0.926
H -5.401 2.098 0.986
H 0.565 3.735 5.654
H 3.013 4.199 5.653
H 4.449 3.256 3.874
H 3.476 1.827 2.115
O 4.874 -1.068 2.903
C 3.770 -1.414 2.275
O 2.684 -0.986 2.595
C 3.960 -2.370 1.093
N 5.240 -3.056 1.250
C 5.819 -3.577 0.005
C 6.289 -2.418 -0.882
C 3.978 -1.617 -0.253
H 3.090 -3.034 1.099
H 5.149 -3.809 1.923
H 5.598 -1.622 2.532
H 5.108 -4.212 -0.536
H 6.667 -4.204 0.269
H 6.231 -2.726 -1.928
H 7.326 -2.157 -0.677
H 3.627 -2.323 -1.012
H 3.264 0.250 0.360

A structure of composition C43H44F3FeN2SbSi2. Source: OMol25; level of theory: wB97M-V/def2-TZVPD.

Calculated values
LUMO energy (alpha / beta), eV: -2.57 / -4.22
⟨S²⟩: 8.77
2S+1: 6
Frontier orbital gap (alpha / beta), eV: 8.281 / 6.719
Charge: +1
E_HOMO (alpha / beta), eV: -10.852 / -10.940

Atoms and positions in Å:
Fe 0.081 0.347 -0.414
C -2.956 1.912 -2.202
Si -1.250 2.031 -2.942
C -1.141 3.473 -4.116
C -0.826 0.440 -3.831
C 0.016 2.383 -1.581
C 1.408 2.073 -1.971
C 2.334 2.979 -2.483
C 3.570 2.507 -2.888
C 3.864 1.152 -2.761
C 2.909 0.327 -2.205
N 1.712 0.783 -1.829
Si -0.355 3.581 -0.171
C 1.177 3.893 0.840
C -1.659 2.741 0.899
C -1.056 5.177 -0.827
H -3.666 1.587 -2.968
H -3.299 2.879 -1.825
H -3.005 1.191 -1.379
H -1.860 3.371 -4.934
H -0.142 3.544 -4.555
H -1.350 4.411 -3.600
H -1.703 0.062 -4.364
H -0.488 -0.340 -3.142
H -0.023 0.589 -4.557
H 2.070 4.026 -2.573
H 4.303 3.186 -3.304
H 4.814 0.749 -3.081
H 3.090 -0.733 -2.065
H 1.338 3.076 1.547
H 1.071 4.818 1.412
H 2.077 3.978 0.226
H -1.473 1.670 1.039
H -2.656 2.838 0.464
H -1.681 3.181 1.901
H -0.312 5.723 -1.414
H -1.363 5.820 0.003
H -1.929 5.006 -1.460
F -2.365 -7.065 -4.261
C -1.947 -6.029 -3.525
C -2.618 -5.738 -2.349
C -2.184 -4.665 -1.587
C -1.091 -3.907 -2.006
C -0.441 -4.219 -3.196
C -0.869 -5.291 -3.968
Sb -0.508 -2.262 -0.817
C -0.338 -3.240 1.064
C -0.197 -4.624 1.144
C -0.008 -5.244 2.372
C 0.042 -4.462 3.508
F 0.231 -5.057 4.695
C -0.083 -3.087 3.467
C -0.262 -2.481 2.233
C -2.491 -1.454 -0.622
C -2.933 -0.883 0.573
C -4.211 -0.347 0.675
C -5.033 -0.397 -0.432
F -6.269 0.110 -0.342
C -4.628 -0.951 -1.633
C -3.348 -1.472 -1.725
H -3.461 -6.345 -2.047
H -2.704 -4.422 -0.668
H 0.404 -3.632 -3.535
H -0.381 -5.557 -4.896
H -0.233 -5.235 0.251
H 0.106 -6.317 2.454
H -0.024 -2.508 4.381
H -0.313 -1.403 2.195
H -2.295 -0.876 1.451
H -4.575 0.091 1.595
H -5.311 -0.968 -2.472
H -3.026 -1.911 -2.663
N 1.035 0.339 1.147
C 1.765 0.485 2.163
C 1.204 0.374 3.545
C 1.984 -0.107 4.593
C 1.445 -0.228 5.865
C 0.126 0.140 6.101
C -0.659 0.617 5.058
C -0.122 0.729 3.786
C 3.221 0.755 1.991
C 3.846 1.756 2.729
C 5.181 2.055 2.500
C 5.901 1.343 1.548
C 5.284 0.329 0.825
C 3.945 0.043 1.041
H 3.010 -0.405 4.410
H 2.056 -0.606 6.674
H -0.289 0.057 7.098
H -1.687 0.904 5.240
H -0.721 1.109 2.970
H 3.286 2.310 3.475
H 5.663 2.837 3.072
H 6.945 1.574 1.376
H 5.847 -0.240 0.096
H 3.455 -0.754 0.492

Number 1: total energy -3043.53984 hartree. Number 2: total energy -7777.32374 hartree. Number 3: total energy -5675.59298 hartree. Number 4: total energy -4156.80963 hartree.